Record 1
An isolated ion of composition C6H10NO and charge +1, computed with wB97M-V/def2-TZVPD.

Calculated values
- HOMO level (alpha / beta) (eV) = -12.330 / -12.329
- total charge = +1

Structure (XYZ):
```
18
Properties=species:S:1:pos:R:3:forces:R:3:lowdin_charge:R:1
C 2.26790 0.26595 0.34723 2.019 2.078 0.607 -0.042
C 1.96101 -0.99269 0.09168 0.864 -0.658 -0.098 -0.273
C 0.30334 1.34969 -0.98177 -0.759 -0.962 0.850 0.028
C 1.07197 1.19872 0.33135 1.245 -2.427 0.553 -0.175
C -0.15760 0.41945 0.11252 1.717 -1.478 -1.450 -0.120
C -2.20583 -1.05504 -0.31414 0.430 -1.061 1.590 0.040
N -1.39051 -0.10861 0.65284 0.330 -2.294 2.509 0.026
O 0.74289 -1.43427 -0.03483 -2.716 3.265 -0.001 -0.011
H 3.34502 0.69996 0.47139 -2.340 -1.046 -0.219 0.155
H 2.68389 -1.76535 -0.09195 0.549 -0.238 0.001 0.135
H 0.03041 2.37148 -0.92215 -1.352 0.739 -0.448 0.111
H 0.48693 0.96329 -1.98910 0.591 0.016 0.568 0.143
H 1.13412 1.98787 1.07430 -0.266 0.377 -0.488 0.161
H -3.03094 -1.41324 0.40008 0.943 0.484 -1.512 0.121
H -2.56983 -0.40003 -1.12737 0.249 -0.763 0.327 0.104
H -1.52281 -1.97546 -0.59139 -1.329 2.299 0.352 0.138
H -1.12596 -0.75389 1.57301 -0.655 2.051 -2.830 0.266
H -2.02399 0.64218 0.99828 0.480 -0.382 -0.311 0.194
```
Positions in Å, forces in eV/Å.


Record 2
A 2-piece molecular cluster, C5H14N2 overall, computed with wB97M-V/def2-TZVPD.

Calculated values
- HOMO level (eV) = -6.899
- total charge = 0

Structure (XYZ):
```
21
Properties=species:S:1:pos:R:3:forces:R:3:lowdin_charge:R:1
C -0.79660 0.04971 0.25093 1.062 1.135 0.140 -0.305
C -1.16924 -1.40630 0.18581 1.699 -0.003 -0.255 -0.333
C -1.01067 0.76158 1.55320 0.157 0.194 -0.051 -0.071
C -1.04745 0.86085 -0.98224 -0.022 0.105 -0.094 -0.062
C 2.39490 0.38457 -0.59482 -0.502 1.142 -0.348 -0.161
N 1.31087 -0.00836 0.29325 -1.099 -1.046 0.272 -0.092
N -0.07721 -2.04000 -0.54187 0.866 -0.304 -0.117 -0.141
H 1.58237 0.33156 1.21534 -0.461 -0.698 0.150 0.086
H -0.23659 -1.96028 -1.54534 -0.080 -0.090 0.136 -0.010
H 1.08277 -1.16702 -0.09659 -1.758 -0.142 0.720 0.112
H -1.22543 -1.83053 1.19768 -0.082 0.132 -0.078 0.102
H -2.16311 -1.51193 -0.27830 0.138 0.192 -0.021 0.122
H -2.08244 1.23104 -0.93993 0.133 -0.034 0.036 0.096
H -0.60677 1.77518 1.54588 -0.119 -0.004 -0.029 0.083
H -2.09588 0.81506 1.73164 0.191 -0.047 -0.048 0.102
H -0.56435 0.21579 2.38457 -0.070 -0.085 -0.025 0.083
H -0.37735 1.72044 -1.05103 -0.148 -0.041 0.077 0.083
H -0.94571 0.27051 -1.89238 0.062 -0.084 0.101 0.081
H 2.55347 1.46972 -0.56164 -0.088 0.002 -0.346 0.067
H 2.12030 0.07740 -1.60682 0.412 0.018 -0.002 0.078
H 3.35412 -0.03899 -0.26733 -0.292 -0.341 -0.218 0.079
```
Positions in Å, forces in eV/Å.


Record 3
C25H45AuF3O3P2S as an isolated structure, computed with wB97M-V/def2-TZVPD.

Calculated values
- HOMO level (alpha / beta) (eV) = -9.990 / -9.973
- spin multiplicity = 3
- total charge = +1

Structure (XYZ):
```
80
Properties=species:S:1:pos:R:3:forces:R:3:lowdin_charge:R:1
Au 0.20138 -0.75533 -1.82916 0.098 -0.797 2.569 0.845
C -2.55794 1.74786 0.96722 -0.012 0.175 -0.157 -0.118
C -2.97864 0.86593 -0.06206 -0.006 -0.029 0.226 -0.138
C -2.63336 -0.36545 1.85149 -0.269 -0.326 -0.139 -0.104
C -2.38949 0.99836 2.16514 0.262 0.130 0.221 -0.095
C -3.02434 -0.44075 0.48058 0.056 0.310 0.147 -0.133
C -2.35815 3.19989 0.81076 0.316 0.500 0.033 0.004
H -1.83459 3.43360 -0.12805 -0.155 -0.114 0.200 0.093
H -1.76298 3.60751 1.63643 -0.179 -0.070 -0.239 0.075
H -3.31250 3.74755 0.78506 0.112 -0.181 0.012 0.116
C -2.05476 1.52351 3.49756 -0.102 0.403 0.064 0.023
H -1.95591 2.61214 3.47936 -0.024 -0.200 0.076 0.087
H -1.12033 1.10815 3.89392 0.052 -0.099 -0.065 0.071
H -2.83326 1.26501 4.22831 0.086 -0.054 -0.122 0.122
C -2.56414 -1.48935 2.79995 0.315 -0.438 0.135 0.017
H -3.48671 -1.56887 3.39769 0.173 0.089 -0.126 0.123
H -1.72320 -1.38091 3.50049 -0.190 0.038 -0.086 0.082
H -2.43004 -2.44310 2.27171 -0.111 0.222 0.186 0.083
C -3.47306 -1.64311 -0.24072 -0.026 -0.577 -0.231 -0.007
H -4.56467 -1.64455 -0.37635 0.189 0.056 0.040 0.118
H -3.20896 -2.56025 0.29202 -0.076 0.142 -0.069 0.076
H -3.02673 -1.69806 -1.24158 -0.081 0.048 0.129 0.066
C -3.36589 1.26679 -1.43412 0.024 -0.062 -0.413 0.001
H -4.31925 1.82163 -1.43920 0.286 -0.136 0.054 0.118
H -3.48508 0.38892 -2.08085 -0.046 0.224 0.157 0.073
H -2.60636 1.91928 -1.88985 -0.185 -0.074 0.161 0.085
C 1.72437 0.54474 -2.81679 -0.914 2.431 -0.195 -0.221
C 0.48484 1.24082 -2.75089 2.134 0.330 -1.009 -0.218
C -0.33894 1.42114 -4.02532 -0.127 0.334 0.020 -0.171
C -1.30245 0.25635 -4.36157 -0.403 0.352 0.084 -0.187
C -0.97831 -1.04368 -3.67140 1.221 -1.677 -1.983 -0.241
C 0.25774 -1.73482 -3.85777 -2.381 0.123 -1.302 -0.208
C 1.40457 -1.21151 -4.69717 0.388 -0.153 -0.304 -0.160
C 2.26787 -0.06747 -4.06775 0.466 -0.821 0.012 -0.172
H 0.33395 1.58540 -4.88822 -0.139 -0.061 0.481 0.117
H -1.33179 0.15234 -5.46473 0.049 -0.284 0.518 0.131
H -0.94599 2.33975 -3.93611 0.368 -0.327 -0.019 0.115
H 2.46975 0.69990 -4.83703 -0.244 -0.133 0.416 0.131
H 2.47956 0.74470 -2.06840 -0.190 0.007 0.368 0.091
H 0.39092 2.01669 -1.97953 -0.087 -0.621 0.025 0.088
H 3.25147 -0.50770 -3.82788 -0.375 0.297 -0.045 0.117
H 2.10423 -2.04474 -4.93219 -0.639 0.462 0.172 0.123
H 0.23184 -2.82613 -3.72681 0.084 0.530 0.375 0.108
H 1.03586 -0.85085 -5.67247 -0.176 -0.202 0.375 0.122
H -2.32802 0.53624 -4.07339 0.360 -0.050 -0.098 0.092
H -1.83678 -1.65225 -3.36284 0.332 0.144 -0.025 0.095
P 1.76274 2.08504 1.23317 -0.728 -0.667 -0.494 0.755
C 1.41907 3.03977 2.75834 0.112 -0.050 -0.085 -0.279
H 2.17028 3.82690 2.87803 -0.129 0.002 0.179 0.047
H 1.41420 2.36936 3.62597 0.003 0.178 -0.178 0.023
H 0.42198 3.49218 2.65706 0.269 -0.013 0.095 0.017
C 3.49292 1.52532 1.43898 0.000 0.036 0.209 -0.289
H 4.13621 2.36943 1.73241 -0.043 -0.305 -0.054 0.052
H 3.83499 1.12233 0.47411 0.000 0.079 0.287 0.029
H 3.52577 0.73857 2.20269 0.101 0.230 -0.271 0.012
C 2.07802 3.45157 0.05638 0.115 0.242 0.183 -0.336
H 2.42437 3.04935 -0.90516 -0.029 0.171 0.198 0.017
H 2.84650 4.09796 0.49623 -0.088 0.192 -0.380 0.039
H 1.15247 4.01849 -0.10209 0.223 0.026 -0.042 0.025
P 0.65571 -2.62089 -0.32306 0.631 0.245 0.110 0.737
C -0.46753 -4.01211 -0.68104 -0.237 -0.191 0.121 -0.263
H 0.11286 -4.91528 -0.90745 -0.187 0.138 0.155 0.053
H -1.10869 -3.77771 -1.54001 0.161 -0.092 0.195 0.025
H -1.10792 -4.20555 0.19269 0.177 0.003 -0.282 0.045
C 2.21988 -3.09454 -1.13541 0.195 -0.125 -0.086 -0.273
H 2.17229 -2.88679 -2.21093 0.095 -0.167 0.193 0.015
H 2.43975 -4.15962 -0.97723 0.041 0.295 -0.003 0.060
H 3.01438 -2.47700 -0.69522 -0.136 -0.214 -0.137 0.055
C 1.11067 -2.70731 1.44411 0.023 -0.114 0.205 -0.254
H 1.48427 -3.69815 1.78658 -0.265 0.455 -0.591 0.085
H 0.25290 -2.44953 2.06964 0.130 0.015 -0.049 0.012
H 1.88016 -1.94705 1.66356 -0.414 -0.274 -0.210 0.039
F 3.05642 -1.15291 6.06013 -0.135 0.311 -1.066 0.127
C 2.86318 -0.75743 4.78422 0.314 0.200 0.146 -0.601
F 3.49680 0.44022 4.60154 -0.505 -0.974 0.268 0.089
F 3.45887 -1.65162 3.95492 -0.244 0.393 0.500 0.097
S 1.05491 -0.59523 4.34150 0.305 0.549 -0.087 0.480
O 0.50562 -1.93065 4.54796 0.185 0.825 -0.230 -0.319
O 0.58579 0.46405 5.23064 0.072 -0.790 -0.516 -0.321
O 1.13442 -0.16643 2.92920 -0.245 -0.471 1.088 -0.432
```
Positions in Å, forces in eV/Å.


Record 4
C36H29F10InN7OS2 as an isolated structure, computed with wB97M-V/def2-TZVPD.

Calculated values
- HOMO level (eV) = -5.106
- total charge = -1

Structure (XYZ):
```
86
Properties=species:S:1:pos:R:3:forces:R:3:lowdin_charge:R:1
In -0.64431 0.22626 0.60031 -0.398 0.158 0.018 0.550
C -3.59284 -0.18447 2.26781 -0.058 -0.001 -0.051 -0.089
N -2.36963 0.60797 2.37412 0.161 -0.006 -0.004 -0.263
C -2.68552 2.04793 2.40538 -0.040 0.070 0.037 -0.166
C -2.46050 2.63133 1.01781 -0.010 0.015 0.031 -0.220
N -1.09158 2.40296 0.62310 0.159 -0.044 -0.353 -0.077
C -0.13598 3.34064 0.75504 0.017 0.038 0.190 -0.189
C 1.11248 3.12809 0.12842 -0.042 0.024 0.006 -0.149
F 1.25437 2.00903 -0.61551 0.019 -0.162 -0.010 0.061
C 2.18500 3.98282 0.20830 -0.015 0.034 0.025 -0.152
F 3.32261 3.69070 -0.43351 0.015 0.000 -0.010 0.112
C 2.08051 5.16215 0.92850 -0.001 -0.011 -0.013 -0.158
F 3.10878 6.02424 1.00040 0.003 -0.005 0.003 0.094
C 0.88295 5.42643 1.56094 0.007 0.010 -0.002 -0.156
F 0.75412 6.54815 2.28329 -0.001 0.025 0.020 0.104
C -0.18050 4.54492 1.48628 0.010 -0.002 0.017 -0.130
F -1.28034 4.86452 2.21323 0.029 0.030 0.010 0.066
C -1.56884 0.16289 3.52009 -0.025 -0.067 0.084 -0.193
C -0.17240 0.76450 3.56561 -0.035 0.029 0.046 -0.216
N 0.56133 0.45041 2.35732 -0.062 -0.141 -0.198 -0.046
C 1.91091 0.52092 2.35008 0.077 0.042 0.037 -0.192
C 2.74350 1.08967 3.32648 0.017 0.013 0.028 -0.129
F 2.21419 1.69540 4.41622 0.118 0.030 0.004 0.070
C 4.12473 1.10443 3.21670 -0.007 0.003 0.010 -0.151
F 4.85331 1.66283 4.19404 0.001 0.003 0.000 0.104
C 4.75961 0.57167 2.11513 -0.008 -0.016 -0.013 -0.154
F 6.09912 0.58670 2.01280 -0.001 0.004 0.004 0.096
C 3.97687 0.01786 1.11285 0.030 0.033 0.050 -0.144
F 4.55643 -0.50715 0.02873 -0.004 0.001 -0.001 0.118
C 2.61112 -0.00252 1.24837 -0.009 0.019 0.010 -0.172
F 1.87877 -0.53626 0.25467 -0.091 0.015 -0.077 0.029
H -4.22793 -0.04506 3.15327 0.006 0.010 -0.001 0.095
H -4.15290 0.12261 1.38328 -0.005 -0.002 0.008 0.098
H -3.33852 -1.23677 2.16312 -0.001 -0.004 0.002 0.047
H -3.71104 2.20119 2.76274 -0.003 -0.019 -0.016 0.125
H -2.01528 2.55280 3.10038 -0.042 -0.002 0.004 0.108
H -3.10193 2.10068 0.30168 -0.024 0.007 -0.002 0.105
H -2.75404 3.68089 0.99110 0.003 -0.017 -0.015 0.117
H -2.09016 0.38123 4.46426 -0.008 0.012 -0.007 0.132
H -1.47159 -0.92275 3.42920 -0.018 -0.012 0.013 0.106
H -0.22562 1.84538 3.75241 -0.008 -0.029 0.011 0.111
H 0.31791 0.32490 4.44004 -0.026 0.023 -0.011 0.125
S -1.44465 0.18535 -1.79591 -0.066 0.114 0.148 0.696
C -2.73089 -0.97079 -1.57350 -0.028 -0.047 -0.025 -0.663
C -3.82568 -0.90827 -2.44057 0.025 0.010 -0.019 -0.069
C -4.89004 -1.79155 -2.35299 -0.006 -0.007 0.013 -0.201
C -5.97996 -1.68264 -3.27970 -0.003 -0.057 0.027 -0.187
N -6.84988 -1.59773 -4.02667 -0.011 0.036 -0.029 0.151
C -4.88563 -2.77423 -1.35245 0.016 0.016 0.016 -0.201
C -3.81203 -2.83842 -0.47615 0.003 -0.006 0.006 -0.072
C -2.72477 -1.96822 -0.56553 0.058 -0.005 -0.010 -0.673
S -1.40222 -2.18121 0.55775 0.106 -0.044 0.043 0.678
C -5.96903 -3.70383 -1.21695 -0.001 0.016 -0.071 -0.188
N -6.83292 -4.45520 -1.10992 -0.012 -0.022 0.041 0.150
H -3.84083 -0.14239 -3.20443 0.001 0.002 -0.005 0.111
H -3.81045 -3.59526 0.29723 0.002 -0.001 0.002 0.113
C 1.22522 -5.60207 2.01133 -0.003 -0.004 0.004 -0.086
C 1.71600 -4.90747 0.91857 0.001 -0.002 -0.005 -0.064
C 1.74966 -3.52110 0.97164 -0.031 -0.015 -0.027 -0.155
N 1.33892 -2.82389 2.02838 0.122 0.032 0.026 0.056
C 0.87051 -3.50078 3.07048 -0.015 -0.016 0.015 -0.161
C 0.79092 -4.88469 3.11451 -0.014 -0.005 -0.003 -0.076
H 1.17527 -6.68375 2.00224 0.000 -0.004 -0.002 0.100
H 2.05659 -5.42320 0.03104 0.003 0.001 -0.007 0.101
H 2.09873 -2.94340 0.12257 0.005 0.004 -0.001 0.103
H 0.53188 -2.90448 3.91242 0.012 0.005 0.014 0.103
H 0.39165 -5.38183 3.98847 -0.001 0.002 0.004 0.096
O 1.77487 -1.20391 -2.28137 0.181 -0.252 -0.009 0.074
C 1.84413 -1.24669 -3.48459 -0.112 0.189 -0.036 -0.492
C 0.62595 -1.38802 -4.36354 0.008 -0.014 0.005 -0.110
C 0.46595 -0.03785 -5.10741 -0.011 0.008 -0.007 -0.183
C 1.00884 1.19887 -4.35633 -0.006 0.008 -0.031 -0.197
C 2.51395 1.47593 -4.52298 0.011 0.010 0.003 -0.181
C 3.43727 0.46954 -3.83378 0.015 0.023 0.010 -0.184
N 3.02178 -0.90237 -4.16507 -0.006 -0.072 0.009 0.055
H -0.21984 -1.57529 -3.70500 0.002 -0.013 -0.032 0.085
H 0.71696 -2.21576 -5.07095 0.036 0.011 -0.015 0.115
H -0.59631 0.10910 -5.30816 -0.001 0.008 0.028 0.104
H 0.95627 -0.08922 -6.08587 -0.013 -0.007 -0.008 0.102
H 0.75723 1.12236 -3.29675 0.006 0.006 0.024 0.068
H 0.47282 2.07410 -4.72980 -0.003 -0.005 0.001 0.110
H 2.73901 2.47576 -4.14174 -0.004 0.004 0.006 0.108
H 2.74605 1.49485 -5.59587 0.000 -0.003 -0.001 0.106
H 3.38478 0.56354 -2.75013 0.004 0.003 0.006 0.112
H 4.47565 0.62306 -4.13096 -0.006 -0.007 -0.005 0.110
H 2.89110 -0.98706 -5.16604 0.003 -0.011 0.009 0.111
```
Positions in Å, forces in eV/Å.


Asked for DFT total energy across the records above, the calculation gives -364.173181 -308.264117 -2721.149810 -3833.030313 a.u. in order.
Asked for energy above the lowest of the compared OMol25 structures with the same formula, charge and spin across the records above, the calculation gives 109.2 99.7 0.0 17.3 kcal per mole in order.